(1)
This record from OMol25 describes a cluster of 2 separate species, C5H10N2O2 in total. The level of theory is ωB97M-V/def2-TZVPD.

Atoms and positions in Å:
O (0.632, -0.014, 1.222)
O (-2.112, -0.447, 0.385)
N (2.056, -0.370, -0.550)
N (-0.502, 2.020, -0.277)
C (-1.532, -1.447, 0.052)
C (1.219, 0.350, 0.049)
C (0.818, 1.661, -0.508)
C (1.732, 2.465, -1.055)
C (-1.485, -2.721, 0.816)
H (1.471, 3.433, -1.447)
H (-1.183, 1.270, -0.260)
H (-0.447, -2.955, 1.044)
H (2.280, -1.235, -0.064)
H (0.015, 0.674, 1.513)
H (-1.876, -3.524, 0.192)
H (-2.057, -2.649, 1.735)
H (-0.814, 2.822, -0.803)
H (-0.973, -1.482, -0.905)
H (2.757, 2.151, -1.139)

Properties
F_max in eV Å⁻¹: 0.671
SMILES: [H]/N=C(\O)C(=C)N.CC=O
Relative energy (zero: lowest compared OMol25 entry of this formula, charge and spin) in kJ/mol: 187.1
Gap between HOMO and LUMO in eV: 9.3127

Löwdin population analysis, charges in e, atoms 1 to 4: atom 1 (O): 0.055, atom 2 (O): 0.023, atom 3 (N): 0.168, atom 4 (N): 0.101


(2)
This record from OMol25 describes a cluster of 2 separate species, C5H10N2O2 in total at a distorted geometry. The level of theory is ωB97M-V/def2-TZVPD.

Atoms and positions in Å:
O (-1.911, 1.422, -1.238)
O (0.876, 1.134, -0.410)
N (1.636, -1.060, -0.429)
N (1.514, 0.163, 1.607)
C (-1.479, -0.121, 0.621)
C (-1.499, 0.761, -0.366)
C (-2.352, -1.346, 0.640)
C (1.196, 1.221, -1.794)
C (1.268, -0.070, 0.264)
H (1.297, 1.090, 1.940)
H (2.021, -1.823, 0.114)
H (0.636, 2.066, -2.189)
H (2.343, -0.270, 1.986)
H (2.270, 1.353, -1.933)
H (0.876, 0.308, -2.299)
H (-0.984, 0.168, 1.535)
H (-3.282, -1.197, 0.094)
H (-2.602, -1.611, 1.668)
H (-1.824, -2.187, 0.189)

Properties
F_max in eV Å⁻¹: 3.039
SMILES: [H]/N=C(\N)OC.CC=C=O
Relative energy (zero: lowest compared OMol25 entry of this formula, charge and spin) in kJ/mol: 296.4
Gap between HOMO and LUMO in eV: 8.9648

Löwdin population analysis, charges in e, atoms 1 to 4: atom 1 (O): 0.165, atom 2 (O): -0.164, atom 3 (N): 0.152, atom 4 (N): 0.132


(3)
This record from OMol25 describes the ion C5H10N2O2PS with charge +1 at a distorted geometry. The level of theory is ωB97M-V/def2-TZVPD.

Atoms and positions in Å:
S (-2.167, 0.846, -3.368)
P (-0.638, 0.944, -2.203)
O (0.652, 0.296, -2.817)
O (-0.164, 2.333, -1.778)
N (-0.590, 0.037, -0.597)
N (-0.863, -1.354, 1.077)
C (1.072, 2.995, -1.383)
C (-0.664, -1.281, -0.241)
C (-1.062, -0.113, 1.521)
C (-0.718, -2.455, 1.985)
C (-0.862, 0.789, 0.517)
H (0.167, -3.009, 1.849)
H (0.896, 0.327, -3.734)
H (-1.087, 1.837, 0.424)
H (1.193, 3.891, -1.972)
H (1.742, 2.200, -1.394)
H (-0.433, -2.140, -0.888)
H (0.981, 3.447, -0.261)
H (-1.479, -3.154, 1.771)
H (-0.845, -2.038, 3.039)
H (-1.213, 0.114, 2.543)

Properties
F_max in eV Å⁻¹: 3.987
SMILES: CO[P@](O)(=S)[n+]1ccn(C)c1
Relative energy (zero: lowest compared OMol25 entry of this formula, charge and spin) in kJ/mol: 31.3
Total charge: +1
Gap between HOMO and LUMO in eV: 9.3866

Löwdin population analysis, charges in e, atoms 1 to 4: atom 1 (S): 0.377, atom 2 (P): 0.139, atom 3 (O): -0.161, atom 4 (O): -0.328


(4)
This record from OMol25 describes a structure of composition C5H10N2O2S2 at a distorted geometry. The level of theory is ωB97M-V/def2-TZVPD.

Atoms and positions in Å:
S (1.164, 1.533, 3.530)
S (0.234, 0.557, -0.262)
O (-2.440, 0.048, -1.540)
O (-1.687, -1.573, -2.864)
N (-0.166, -0.575, -1.461)
N (3.061, 0.712, 1.132)
C (-1.336, -0.674, -1.902)
C (0.817, 0.478, 2.093)
C (-3.034, -1.396, -3.093)
C (-3.489, -0.431, -2.307)
C (2.057, -0.249, 1.580)
H (-0.958, 1.148, -0.052)
H (0.373, 1.079, 1.292)
H (-3.492, -2.029, -3.835)
H (3.955, 0.254, 0.990)
H (1.745, -0.959, 0.796)
H (2.791, 1.110, 0.237)
H (0.064, -0.248, 2.412)
H (2.489, -0.833, 2.399)
H (-4.455, 0.022, -2.159)
H (2.308, 2.027, 3.014)

Properties
F_max in eV Å⁻¹: 4.632
Relative energy (zero: lowest compared OMol25 entry of this formula, charge and spin) in kJ/mol: 219.3
Gap between HOMO and LUMO in eV: 8.4877

Löwdin population analysis, charges in e, atoms 1 to 4: atom 1 (S): 0.678, atom 2 (S): 0.892, atom 3 (O): 0.039, atom 4 (O): 0.078


(5)
This record from OMol25 describes the molecule C5H10N2O3S at a distorted geometry. The level of theory is ωB97M-V/def2-TZVPD.

Atoms and positions in Å:
S (-3.123, 0.961, 0.148)
O (-1.217, 0.937, 0.585)
O (-3.542, 1.735, -0.987)
O (-2.241, -2.802, -0.083)
N (-2.781, -0.644, -0.306)
N (-0.630, -1.321, 0.521)
C (-1.891, -1.641, 0.100)
C (1.121, 0.536, -0.239)
C (-0.046, -0.040, 0.727)
C (2.082, -0.605, -0.727)
C (1.841, 1.736, 0.474)
H (2.895, -0.989, 0.021)
H (-0.133, -2.103, 0.978)
H (0.220, 0.076, 1.735)
H (0.729, 0.894, -1.155)
H (2.403, 2.182, -0.255)
H (-3.467, -1.066, -0.915)
H (2.679, -0.249, -1.535)
H (1.500, -1.377, -1.229)
H (2.561, 1.457, 1.329)
H (1.038, 2.321, 0.812)

Properties
F_max in eV Å⁻¹: 4.787
Relative energy (zero: lowest compared OMol25 entry of this formula, charge and spin) in kJ/mol: 368.3
Gap between HOMO and LUMO in eV: 9.1154

Löwdin population analysis, charges in e, atoms 1 to 4: atom 1 (S): 1.067, atom 2 (O): -0.392, atom 3 (O): -0.395, atom 4 (O): 0.052


(6)
This record from OMol25 describes a structure of composition C5H10N2O4 at a distorted geometry. The level of theory is ωB97M-V/def2-TZVPD.

Atoms and positions in Å:
O (3.179, -0.949, -0.406)
O (-1.020, -0.390, -0.110)
O (0.357, -1.007, -1.896)
O (2.244, -0.825, 1.626)
N (2.030, 1.380, -1.171)
N (0.883, 1.538, 0.880)
C (0.093, -0.552, -0.819)
C (-2.224, -1.134, -0.104)
C (2.362, -0.376, 0.516)
C (1.515, 0.726, -0.082)
C (-3.102, -0.532, 0.995)
H (1.745, 0.884, -2.068)
H (1.550, 2.317, -1.217)
H (-1.807, -2.166, 0.150)
H (0.831, 2.507, 0.578)
H (-4.133, -0.552, 0.576)
H (3.264, -0.444, -1.225)
H (-3.060, -1.119, 1.904)
H (-2.731, 0.511, 1.069)
H (0.804, 1.368, 1.839)
H (-2.780, -1.186, -1.035)

Properties
F_max in eV Å⁻¹: 5.098
Relative energy (zero: lowest compared OMol25 entry of this formula, charge and spin) in kJ/mol: 238.6
Gap between HOMO and LUMO in eV: 8.6947

Löwdin population analysis, charges in e, atoms 1 to 4: atom 1 (O): 0.110, atom 2 (O): -0.043, atom 3 (O): 0.091, atom 4 (O): 0.114


(7)
This record from OMol25 describes the molecule C5H10N2OS at a distorted geometry. The level of theory is ωB97M-V/def2-TZVPD.

Atoms and positions in Å:
S (1.654, 0.952, 0.007)
O (2.455, 0.743, -1.176)
N (-1.977, 2.002, -0.321)
N (-0.720, -1.823, -1.257)
C (-0.052, -1.082, -0.534)
C (0.057, 0.422, -0.579)
C (0.986, -1.633, 0.359)
C (-0.949, 1.157, 0.302)
C (1.974, -0.627, 1.009)
H (2.978, -0.859, 0.941)
H (1.688, -0.599, 2.038)
H (-1.718, 0.458, 0.904)
H (-1.625, 2.856, -0.741)
H (-0.153, 0.700, -1.639)
H (-0.494, 1.744, 1.159)
H (1.519, -2.592, 0.007)
H (-1.324, -1.296, -1.869)
H (-2.165, 1.517, -1.202)
H (0.377, -2.040, 1.228)

Properties
F_max in eV Å⁻¹: 4.694
Relative energy (zero: lowest compared OMol25 entry of this formula, charge and spin) in kJ/mol: 130.5
Gap between HOMO and LUMO in eV: 9.9185

Löwdin population analysis, charges in e, atoms 1 to 4: atom 1 (S): 0.941, atom 2 (O): -0.511, atom 3 (N): -0.023, atom 4 (N): 0.176